No. 1
C22H18MoO7P3S | ωB97M-V/def2-TZVPD

Each line ends with the Löwdin charge.
Element x y z (Å)
H  -4.045  -3.276  -1.843  0.117
C  -0.421  -0.989  2.196  -0.343
C  0.185  2.483  0.075  -0.068
H  -1.692  -3.865  3.439  0.116
H  -1.014  -0.128  5.417  0.115
C  -1.342  -2.842  3.415  -0.051
H  -2.664  0.323  -5.538  0.112
P  0.250  -0.229  0.719  1.059
C  4.319  0.472  -2.092  0.012
C  -2.534  2.722  0.613  -0.044
S  0.524  -3.245  -1.020  0.390
O  -4.345  -0.827  -0.338  -0.197
H  0.106  4.550  -0.470  0.113
H  -1.772  -2.479  5.482  0.116
C  4.669  0.771  0.372  0.007
C  -0.538  1.384  0.540  -0.333
H  -0.843  -2.917  1.337  0.048
H  -3.592  2.811  0.818  0.119
C  -0.487  -0.197  3.346  -0.085
C  1.692  -0.330  -1.578  -0.306
C  -1.389  -2.061  4.560  -0.049
H  1.245  2.400  -0.130  0.108
H  -2.311  4.763  -0.003  0.115
C  -1.903  1.506  0.810  -0.085
C  2.017  0.055  0.804  -0.296
C  4.157  0.729  1.643  -0.037
C  -1.813  3.814  0.149  -0.052
H  5.340  0.771  -2.296  0.128
H  4.787  0.978  2.485  0.117
C  -0.857  -2.309  2.231  -0.089
C  2.539  0.052  -0.505  -0.232
H  -0.187  0.844  3.313  0.116
C  3.485  0.142  -3.122  -0.041
H  -2.477  0.659  1.165  0.104
C  -0.456  3.696  -0.116  -0.059
H  5.702  1.055  0.211  0.126
O  -2.260  0.372  -4.660  -0.061
C  2.808  0.386  1.872  -0.027
C  -0.963  -0.740  4.527  -0.053
O  -0.912  -1.072  -3.184  -0.443
O  -2.738  -2.169  -4.644  -0.204
H  3.836  0.186  -4.143  0.118
O  -3.227  -2.888  -1.502  -0.095
C  2.151  -0.268  -2.876  -0.082
O  -3.279  -0.628  -2.639  -0.216
Mo  -0.094  -1.351  -1.505  1.209
C  3.867  0.441  -0.746  -0.146
H  2.411  0.393  2.879  0.114
P  -3.291  -1.337  -1.192  0.264
P  -2.345  -0.995  -3.889  0.274
O  -1.825  -1.088  -0.665  -0.522
H  1.526  -0.531  -3.723  0.101

* strongest force on any atom: 0.0024 hartree/bohr
* charge: +1
* relative energy (zero: lowest compared OMol25 entry of this formula, charge and spin): 0.00 kcal per mole
* multiplicity: 1
* DFT total energy: -2866.394810 Ha

***

No. 2
C22H18N2 | ωB97M-V/def2-TZVPD

Each line ends with the Löwdin charge.
Element x y z (Å)
H  -0.668  -1.888  2.988  0.105
C  0.800  -0.364  3.015  -0.066
C  1.812  3.792  3.116  -0.058
H  3.238  3.226  4.654  0.105
C  2.795  -3.483  3.774  -0.067
C  -5.723  -1.275  3.036  -0.049
C  4.029  -2.109  2.206  -0.061
C  -2.605  2.196  -0.329  -0.627
C  -5.398  0.089  3.061  -0.057
C  0.497  1.978  2.209  -0.033
H  -0.281  1.610  1.536  0.049
H  -3.810  1.554  3.049  0.125
C  -3.357  -1.833  3.020  -0.013
C  1.751  -2.556  3.774  -0.017
H  0.852  -2.734  4.371  0.119
C  -4.069  0.492  3.059  0.006
H  -6.193  0.841  3.066  0.116
C  1.869  -1.351  3.049  -0.183
H  -4.930  -3.286  2.980  0.106
H  2.758  0.807  4.485  0.124
H  -1.078  1.156  -0.880  0.010
C  2.223  1.518  3.841  -0.023
H  -1.514  1.093  3.175  0.126
N  -1.521  1.547  -0.048  -0.054
C  3.044  -1.132  2.292  -0.008
C  -1.647  0.015  3.055  0.065
H  4.713  -4.035  2.921  0.110
C  0.821  3.332  2.244  -0.041
C  3.920  -3.284  2.962  -0.063
H  4.873  -1.954  1.537  0.110
H  -2.557  -2.578  3.010  0.108
C  -4.691  -2.227  3.015  -0.066
H  2.059  4.851  3.153  0.107
C  -3.008  -0.461  3.039  -0.192
H  2.731  -4.371  4.405  0.108
H  -6.763  -1.595  3.006  0.110
C  1.174  1.046  3.008  -0.185
H  3.132  -0.214  1.710  0.129
C  2.498  2.878  3.934  -0.072
N  -3.628  2.780  -0.518  -0.017
H  0.289  4.008  1.577  0.117
C  -0.535  -0.806  2.995  -0.001

* strongest force on any atom: 0.0459 hartree/bohr
* relative energy (zero: lowest compared OMol25 entry of this formula, charge and spin): 69.74 kcal per mole
* multiplicity: 1
* DFT total energy: -958.525396 Ha

***

No. 3
C22H18N2O4S | ωB97M-V/def2-TZVPD

Each line ends with the Löwdin charge.
Element x y z (Å)
H  1.000  0.248  0.441  0.135
H  -3.031  -2.377  1.526  0.126
H  -0.158  -7.181  -2.543  0.110
O  2.065  -1.409  -1.392  -0.278
H  -0.174  3.372  3.980  0.123
O  -2.911  -3.770  -0.524  0.121
O  0.187  0.992  3.751  0.091
C  -0.270  1.212  2.646  -0.429
C  -0.933  -5.411  -1.636  0.007
C  0.794  2.387  -2.365  -0.124
C  -1.097  2.758  0.902  -0.089
O  -0.021  -1.007  -2.631  -0.278
N  1.526  3.484  -2.430  0.063
H  -0.318  4.481  2.598  0.113
H  1.916  -6.089  -3.324  0.111
C  0.131  3.548  2.943  -0.193
H  0.494  4.959  0.392  0.106
H  0.903  1.683  -3.178  0.108
C  -1.775  -3.345  -0.578  -0.291
H  -0.661  1.207  -1.342  0.097
H  -1.719  3.644  1.081  0.136
C  0.105  -0.300  0.693  0.001
H  -2.438  -0.408  2.916  0.129
H  2.006  5.260  -1.553  0.105
C  0.438  -3.459  -1.820  -0.207
C  0.013  -6.135  -2.338  -0.051
S  0.673  -1.705  -1.579  0.736
C  -0.698  0.072  1.766  -0.116
C  -1.825  -0.686  2.072  0.019
N  -0.394  2.456  2.135  -0.038
C  1.653  3.619  2.884  -0.063
C  -0.730  -4.057  -1.359  -0.116
H  2.005  4.469  3.461  0.077
C  -0.186  3.024  -0.276  -0.184
H  -1.844  -5.873  -1.286  0.123
C  -0.240  -1.393  -0.074  -0.194
H  2.272  -3.663  -2.858  0.120
C  1.176  -5.523  -2.779  -0.048
C  1.384  -4.176  -2.525  -0.039
H  2.001  3.719  1.858  0.060
C  1.403  4.367  -1.454  -0.142
C  0.565  4.192  -0.364  -0.034
C  -0.079  2.114  -1.320  -0.024
H  2.075  2.712  3.308  0.074
C  -1.370  -2.152  0.207  -0.109
C  -2.157  -1.784  1.302  0.025
H  -1.758  1.922  0.662  0.128

* strongest force on any atom: 0.0119 hartree/bohr
* relative energy (zero: lowest compared OMol25 entry of this formula, charge and spin): 15.48 kcal per mole
* multiplicity: 1
* DFT total energy: -1657.815492 Ha
* SMILES: CCN(Cc1ccncc1)C(=O)c1ccc2c(c1)S(=O)(=O)c1ccccc1C2=O

***

No. 4
C22H18N2OS | ωB97M-V/def2-TZVPD

Each line ends with the Löwdin charge.
Element x y z (Å)
C  3.162  2.546  -0.303  -0.012
H  -4.930  3.036  -1.236  0.101
C  4.817  0.276  -0.410  -0.035
N  -1.649  -1.615  -0.633  0.088
H  6.281  1.605  -1.223  0.102
C  0.049  -3.199  -0.209  -0.567
H  -2.738  2.014  -1.702  0.108
C  4.457  2.632  -0.791  -0.080
H  1.968  -3.856  0.497  0.091
H  0.250  2.716  0.787  0.111
C  1.436  0.928  0.742  -0.122
H  -3.999  -1.590  0.201  0.112
O  -0.620  -3.947  0.459  0.073
C  -0.645  -0.282  2.092  -0.069
C  -4.222  -0.581  -0.108  -0.027
C  -1.936  -0.445  -1.038  -0.111
C  1.540  -3.451  -0.420  -0.363
H  5.451  -0.596  -0.461  0.114
H  0.541  -2.067  2.096  0.118
C  2.701  1.317  0.136  -0.122
C  -3.500  1.449  -1.184  -0.047
C  0.481  -1.035  1.783  -0.033
H  -6.210  -0.565  0.670  0.103
H  1.654  -4.199  -1.207  0.085
C  5.275  1.514  -0.841  -0.078
H  -1.458  -0.745  2.627  0.112
C  2.781  -1.022  0.560  -0.403
C  -4.730  2.022  -0.921  -0.088
H  3.317  -1.657  1.265  0.129
H  4.835  3.583  -1.136  0.102
C  -3.233  0.140  -0.781  -0.221
C  1.503  -0.437  1.074  -0.187
C  -5.448  -0.003  0.150  -0.079
C  -0.738  1.047  1.711  -0.084
H  0.270  -1.509  -1.347  0.090
H  2.530  3.420  -0.264  0.110
S  2.533  -2.035  -0.982  0.959
H  -1.202  0.174  -1.573  0.133
C  -5.706  1.298  -0.255  -0.089
H  -6.667  1.748  -0.052  0.100
C  3.533  0.188  0.083  -0.226
C  0.309  1.671  1.050  -0.014
N  -0.415  -2.092  -0.850  0.010
H  -1.631  1.606  1.946  0.107

* strongest force on any atom: 0.0221 hartree/bohr
* relative energy (zero: lowest compared OMol25 entry of this formula, charge and spin): 0.00 kcal per mole
* multiplicity: 1
* DFT total energy: -1432.093412 Ha
* SMILES: O=C(CSC1c2ccccc2-c2ccccc21)N/N=C/c1ccccc1

***

No. 5
C22H18N8O3V | ωB97M-V/def2-TZVPD

Each line ends with the Löwdin charge.
Element x y z (Å)
C  -0.719  0.168  -2.713  -0.148
V  0.310  0.435  -0.159  0.647
H  -0.552  5.018  1.259  0.125
C  -3.985  -1.175  1.642  -0.041
H  -2.019  1.510  1.208  0.104
C  -0.167  2.962  0.881  -0.178
H  1.454  -2.621  -4.080  0.109
C  0.960  -1.372  -2.424  -0.121
C  -0.982  2.922  -0.374  -0.449
O  1.309  -1.196  0.904  -0.006
H  -1.455  -3.632  -0.213  0.132
N  -0.744  1.748  -1.013  -0.002
N  0.434  1.810  1.236  -0.021
C  1.375  2.942  3.113  -0.038
H  -4.175  0.911  2.151  0.114
N  -1.486  -0.400  0.615  0.056
C  -0.923  -2.723  0.067  -0.091
H  0.843  5.017  3.359  0.108
H  -4.950  -1.472  2.018  0.110
O  -1.719  3.833  -0.701  0.101
H  2.298  -3.931  2.170  0.086
N  6.164  0.533  -2.629  0.073
C  -0.042  4.134  1.615  0.023
C  -1.381  1.397  -2.162  -0.416
C  -0.209  -1.321  -4.510  -0.041
N  4.138  1.476  -1.666  0.089
H  1.617  -2.870  3.411  0.091
C  0.732  4.128  2.760  -0.040
H  1.739  -1.756  -1.769  0.125
O  -2.316  1.942  -2.715  0.104
C  -2.328  0.474  1.185  -0.077
C  1.199  1.821  2.326  -0.091
H  -1.708  0.245  -4.591  0.124
C  3.039  1.150  -1.196  -0.274
H  2.976  -2.310  2.430  0.092
N  0.065  -3.085  1.072  0.094
H  -0.387  -1.710  -5.499  0.108
H  -3.416  -3.131  0.978  0.114
C  -1.888  -1.684  0.585  -0.223
C  0.801  -1.848  -3.708  -0.038
C  -3.120  -2.096  1.069  -0.016
H  1.696  0.887  2.561  0.115
C  1.115  -2.299  1.400  -0.478
N  0.178  -0.418  -1.903  -0.035
C  -0.954  -0.266  -4.011  0.022
C  -3.559  0.142  1.713  -0.026
N  1.974  1.038  -0.711  0.046
H  -0.086  -3.932  1.593  0.147
C  2.062  -2.898  2.416  0.022
H  2.005  2.900  3.988  0.106
C  5.185  0.938  -2.171  -0.431
H  -0.400  -2.332  -0.807  0.093

* strongest force on any atom: 0.0836 hartree/bohr
* multiplicity: 4
* DFT total energy: -2457.025762 Ha

***

No. 6
C22H19AuN9S | ωB97M-V/def2-TZVPD

Each line ends with the Löwdin charge.
Element x y z (Å)
C  -3.065  -3.121  4.009  -0.008
H  -3.184  -2.085  4.290  0.104
N  -1.560  3.047  3.218  0.104
H  -2.833  -6.829  3.285  0.114
H  -1.255  2.001  -3.097  0.084
H  5.377  5.725  -2.197  0.079
C  -1.402  3.849  2.170  -0.094
C  -1.703  -1.143  2.292  0.055
H  -1.531  1.100  3.869  0.120
C  4.184  4.251  -3.248  -0.237
H  3.655  6.115  -2.255  0.077
C  -1.175  1.229  1.737  -0.209
N  2.518  2.698  -2.306  0.031
H  1.613  -1.086  -3.809  0.111
C  1.204  -3.619  -1.089  -0.059
N  -1.005  2.041  0.703  0.047
C  -1.060  -0.236  1.470  -0.180
C  2.839  3.594  -3.165  -0.593
C  -1.437  1.743  3.002  -0.059
C  -1.107  3.346  0.911  -0.100
H  -1.661  -5.268  1.820  0.104
C  -1.608  -2.508  2.052  -0.100
H  -4.286  -3.794  5.638  0.114
C  4.374  5.302  -2.147  -0.087
C  1.481  -1.831  -3.032  -0.098
H  4.238  4.847  -1.167  0.078
C  2.041  -3.097  -3.128  -0.094
N  -0.325  -0.628  0.419  0.057
H  -1.507  4.914  2.340  0.115
H  -0.947  3.996  0.058  0.110
Au  0.420  0.881  -1.077  0.809
C  -2.890  -5.764  3.479  -0.119
H  4.939  3.471  -3.158  0.118
N  1.199  2.311  -2.418  -0.185
H  4.301  4.708  -4.230  0.105
C  -2.307  -3.509  2.910  -0.153
C  -0.836  -2.890  0.962  0.055
C  0.610  -2.365  -1.001  -0.208
H  2.610  -3.397  -4.000  0.115
N  -0.767  2.710  -3.619  0.109
H  -0.739  -3.930  0.695  0.104
N  -3.616  -5.392  4.531  0.079
C  -3.694  -4.087  4.779  -0.119
C  -0.213  -1.942  0.171  -0.179
H  -2.310  -0.768  3.101  0.105
N  1.910  -3.988  -2.152  0.103
N  0.763  -1.480  -1.975  0.046
H  1.134  -4.341  -0.283  0.120
C  0.538  2.925  -3.364  -0.718
S  1.522  4.031  -4.238  1.129
C  -2.226  -4.872  2.652  -0.008
H  -1.220  3.133  -4.407  0.105

* strongest force on any atom: 0.0086 hartree/bohr
* charge: +1
* multiplicity: 1
* DFT total energy: -1876.251322 Ha

***

No. 7
C22H19Cl3PS2 | ωB97M-V/def2-TZVPD

Each line ends with the Löwdin charge.
Element x y z (Å)
C  1.278  0.009  -4.097  -0.424
H  1.674  4.496  0.502  0.114
H  1.230  2.315  -0.743  0.024
H  3.299  -3.688  0.495  0.116
C  -0.167  1.653  0.697  -0.332
Cl  4.728  -3.176  2.907  0.735
H  1.330  -1.077  -3.961  0.089
C  -1.352  -1.047  0.768  -0.284
H  -0.070  -0.120  -5.743  0.112
C  1.550  -0.733  0.744  -0.295
H  -2.325  -2.888  3.528  0.118
C  -0.814  3.204  2.437  -0.072
C  -3.793  -1.329  0.879  -0.072
C  2.180  -0.238  1.907  -0.041
C  -2.638  -0.864  0.237  -0.089
S  -1.476  1.047  -2.494  0.883
C  2.003  -1.962  0.232  -0.079
H  -1.369  3.432  3.341  0.113
C  -0.999  1.973  1.782  -0.039
H  1.852  0.736  2.277  0.113
H  -4.782  -1.095  0.491  0.117
C  3.599  -2.220  2.041  -0.665
C  -2.392  -2.346  2.580  -0.070
Cl  -5.073  -2.521  2.941  0.734
C  -0.049  0.424  -4.790  -0.308
C  -3.671  -2.095  2.049  -0.661
H  -1.738  1.226  2.089  0.112
C  3.182  -0.985  2.570  -0.068
H  0.001  -0.709  -2.044  0.065
S  1.480  0.993  -2.537  0.876
C  0.720  2.598  0.186  -0.086
H  -2.217  0.320  -4.646  0.082
C  2.996  -2.715  0.875  -0.075
H  -0.048  1.531  -5.081  0.136
H  -0.242  -2.124  2.273  0.111
C  -1.241  -1.873  1.913  -0.041
Cl  0.465  5.534  2.876  0.734
C  0.133  4.126  1.963  -0.664
C  -1.352  0.023  -4.045  -0.418
C  0.006  0.411  -1.756  -1.076
H  2.121  0.322  -4.723  0.083
H  -1.394  -1.060  -3.890  0.091
H  1.546  -2.326  -0.684  0.110
H  3.614  -0.639  3.512  0.117
P  0.000  -0.032  0.009  1.087
C  0.913  3.816  0.843  -0.064
H  -2.697  -0.328  -0.711  0.049

* strongest force on any atom: 0.0813 hartree/bohr
* charge: +1
* multiplicity: 1
* DFT total energy: -3367.790595 Ha

***

No. 8
C22H19Co2N2O6 | ωB97M-V/def2-TZVPD

Each line ends with the Löwdin charge.
Element x y z (Å)
O  4.006  -1.350  0.952  0.059
H  -0.838  3.349  3.901  0.128
C  2.462  -0.194  -2.165  -0.171
C  0.431  4.541  0.143  -0.157
C  -1.134  -2.054  -1.669  -0.189
H  -3.969  -3.372  -4.004  0.085
C  0.051  4.532  1.593  -0.152
H  0.919  3.624  4.076  0.123
C  -3.178  -2.997  -3.356  -0.127
N  0.026  2.155  0.063  -0.018
C  2.226  -2.501  -2.019  -0.187
C  1.443  -4.299  -0.150  -0.239
H  -0.027  -3.796  -2.322  0.091
H  1.499  4.383  -0.011  0.132
C  -3.297  -1.755  -2.735  -0.115
O  -1.753  -4.171  1.142  0.056
H  1.254  0.343  2.067  0.123
H  0.186  5.508  -0.282  0.117
C  0.166  3.018  3.560  -0.132
H  -0.108  1.384  -1.795  0.124
H  -0.479  0.152  2.152  0.134
H  -2.454  -0.365  -1.344  0.084
C  -0.314  3.440  -0.558  -0.137
N  0.277  3.216  2.128  -0.057
O  1.835  -5.315  -0.549  0.063
H  -1.022  4.773  1.718  0.139
C  -0.312  1.078  -0.743  -0.236
C  -0.749  -3.630  0.939  -0.222
H  1.269  1.275  4.212  0.115
C  0.323  1.501  3.714  -0.129
C  0.179  2.106  1.407  -0.116
Co  1.737  -1.195  -0.920  0.033
H  -0.499  1.109  4.323  0.114
C  -0.968  -3.245  -2.404  -0.035
O  2.876  0.318  -3.122  0.076
C  -0.057  -1.540  -0.773  -0.279
H  -4.174  -1.131  -2.899  0.088
C  -2.300  -1.299  -1.881  -0.041
C  1.534  -2.796  2.154  -0.260
O  2.011  -2.802  3.209  0.028
H  0.624  5.241  2.190  0.127
C  -1.996  -3.728  -3.211  -0.092
C  0.322  0.888  2.305  -0.046
C  0.317  -0.242  -0.514  -0.277
H  -0.017  3.391  -1.605  0.123
H  -1.401  3.617  -0.532  0.139
Co  0.769  -2.867  0.580  -0.017
H  -1.406  0.943  -0.731  0.109
H  -1.842  -4.663  -3.752  0.096
C  2.997  -1.359  0.382  -0.191
O  2.555  -3.221  -2.863  0.116

* strongest force on any atom: 0.1386 hartree/bohr
* charge: -1
* relative energy (zero: lowest compared OMol25 entry of this formula, charge and spin): 12.75 kcal per mole
* multiplicity: 1
* DFT total energy: -4176.099628 Ha